1.
Below is a 3-piece molecular cluster, C3H3INOS overall at a distorted geometry, with properties calculated with the ωB97M-V functional and the def2-TZVPD basis.

```
10
Properties=species:S:1:pos:R:3
C 2.277 0.261 -3.753
C -0.267 0.430 0.180
C 0.984 1.097 0.201
N 0.666 0.845 -1.037
O 1.857 -0.619 -4.440
S 3.116 1.338 -2.966
I 2.467 -0.983 1.857
H -0.194 -0.665 0.339
H -1.244 0.836 0.165
H 1.534 1.896 0.830
```

Kohn-Sham gap = 0.2399 Ha
HOMO energy = -3.7 eV
Molecular weight = 228.03 g/mol
Charge = -1
Energy above the lowest of the compared OMol25 structures with the same formula, charge and spin = 0.0 kcal/mol
LUMO = 2.8730 eV

2.
Below is C23H43AlClF8I2N2O10P2RbS as an isolated structure at a distorted geometry, with properties calculated with the ωB97M-V functional and the def2-TZVPD basis.

```
94
Properties=species:S:1:pos:R:3
C 4.180 -2.948 -0.760
C 2.978 -2.108 -1.493
C 3.253 -1.768 -3.084
C 2.623 -0.683 -0.761
C 0.999 -0.673 -0.433
C 0.570 -1.750 0.755
C 0.071 -0.781 -1.789
O -1.333 -0.940 -1.378
C -1.838 -2.302 -1.624
O -2.655 -2.682 -0.462
S -2.625 -4.366 -0.175
O -1.208 -4.893 0.155
O -3.004 -5.053 -1.727
C -4.265 -4.470 -2.208
I -5.735 -4.338 -0.544
C -4.097 -3.054 -3.036
P -5.420 -1.719 -2.524
O -5.056 -0.964 -1.185
C -2.569 -2.463 -3.080
I -1.206 -3.657 -4.383
C -2.650 -0.972 -3.831
O -3.319 -1.050 -5.164
O -2.495 -0.530 -6.064
H 3.664 -3.858 -0.189
H 4.948 -3.324 -1.591
H 4.708 -2.204 0.009
H 2.002 -2.769 -1.460
H 3.193 -2.739 -3.775
H 4.290 -1.229 -3.141
H 2.407 -1.045 -3.500
H 2.799 0.185 -1.558
H 3.285 -0.505 0.197
H 0.776 0.401 0.028
H 1.110 -1.404 1.757
H -0.595 -1.715 1.004
H 0.914 -2.835 0.484
H 0.157 0.271 -2.332
H 0.449 -1.577 -2.569
H -0.890 -3.027 -1.644
H -4.737 -5.275 -2.952
H -4.380 -3.314 -4.167
H -6.780 -2.260 -2.547
H -5.416 -0.694 -3.577
H -3.083 -0.133 -3.139
H -1.528 -0.652 -4.073
H -2.317 0.429 -5.795
Rb 3.520 1.537 -0.474
N 1.469 6.558 -1.737
C 0.450 5.744 -1.315
C -0.510 5.718 -2.302
C -0.051 6.540 -3.359
C 1.174 7.044 -2.985
H 2.308 6.767 -1.211
H 0.495 5.257 -0.351
H -1.440 5.165 -2.264
H -0.560 6.742 -4.292
H 1.860 7.705 -3.498
O 7.342 3.509 0.984
C 7.661 4.036 2.050
O 6.847 3.949 3.126
C 7.199 4.377 4.453
C 6.958 5.864 4.625
C 8.911 4.859 2.147
H 8.224 4.084 4.702
H 6.546 3.827 5.139
H 7.576 6.455 3.945
H 7.178 6.175 5.650
H 5.915 6.111 4.398
H 8.713 5.859 1.759
H 9.690 4.381 1.543
H 9.313 4.933 3.156
F -0.142 4.295 3.602
P 0.219 2.855 4.073
F 0.125 2.384 5.555
F -1.338 2.912 4.050
F 1.463 3.462 4.789
F 1.094 2.716 2.791
F 0.115 1.359 3.650
C -9.562 -4.058 2.681
O -9.356 -3.634 1.551
N -8.593 -4.326 3.624
C -8.919 -4.829 4.943
C -7.204 -4.098 3.287
H -10.584 -4.266 3.040
H -8.555 -4.119 5.692
H -8.427 -5.795 5.085
H -9.998 -4.954 5.062
H -7.070 -3.044 3.024
H -6.942 -4.713 2.420
H -6.555 -4.353 4.129
Al 4.516 -2.452 -4.852
F 2.716 -4.931 -1.657
Cl 9.916 6.684 1.294
F -3.884 -6.852 -2.400
```

Kohn-Sham gap = 0.0306 Ha
HOMO energy = -7.7 eV
Molecular weight = 1155.31 g/mol
LUMO = -6.8221 eV

3.
Below is a 5-piece molecular cluster, C26H50BF4N4O4 overall at a distorted geometry, with properties calculated with the ωB97M-V functional and the def2-TZVPD basis.

```
89
Properties=species:S:1:pos:R:3
C -4.167 0.821 3.579
C -2.884 0.772 2.771
C -2.665 2.047 1.821
C -2.069 3.305 2.423
C -0.729 2.922 3.099
C -0.911 1.851 4.287
N -1.657 0.673 3.630
O -1.097 -0.501 3.758
C -1.860 2.422 5.373
C 0.463 1.410 4.861
C -2.947 -0.415 1.777
H -4.196 0.180 4.459
H -5.047 0.831 2.939
H -4.311 1.791 4.063
H -3.571 2.148 1.220
H -1.995 1.823 0.987
H -2.740 3.880 3.065
H -1.977 3.989 1.577
H -0.441 3.860 3.573
H -0.032 2.516 2.367
H -1.432 3.322 5.820
H -2.007 1.937 6.343
H -2.898 2.621 5.115
H 1.126 1.076 4.063
H 0.467 0.586 5.574
H 0.824 2.278 5.411
H -3.857 -0.189 1.224
H -2.960 -1.336 2.360
H -2.109 -0.532 1.090
C -0.511 -1.273 -5.722
C -0.362 -0.856 -4.255
C 0.966 -0.146 -4.025
C 0.957 1.265 -4.538
C -0.094 2.142 -3.977
C -1.562 1.573 -3.998
N -1.475 0.055 -3.744
O -2.678 -0.399 -3.778
C -2.104 1.871 -5.398
C -2.412 2.127 -2.866
C -0.246 -2.123 -3.360
H -1.467 -1.615 -6.125
H 0.098 -2.132 -6.005
H -0.248 -0.457 -6.396
H 1.804 -0.633 -4.523
H 1.208 -0.028 -2.967
H 0.948 1.372 -5.626
H 1.981 1.560 -4.299
H -0.046 3.123 -4.452
H 0.100 2.402 -2.933
H -2.532 2.873 -5.436
H -2.819 1.231 -5.915
H -1.285 1.901 -6.119
H -1.886 1.997 -1.919
H -3.322 1.536 -2.762
H -2.768 3.149 -2.982
H 0.526 -2.803 -3.718
H -1.195 -2.661 -3.397
H 0.031 -1.932 -2.325
C 1.662 -2.139 4.396
C 0.856 -3.045 3.429
N 1.757 -3.535 2.389
C 1.717 -3.265 1.013
C 2.665 -4.068 0.466
N 3.153 -4.909 1.411
C 2.629 -4.574 2.593
C 4.037 -6.062 1.232
H 2.287 -1.330 4.017
H 2.332 -2.762 4.990
H 1.013 -1.579 5.069
H 0.028 -2.513 2.964
H 0.358 -3.862 3.950
H 1.047 -2.578 0.519
H 2.809 -4.267 -0.584
H 2.876 -5.069 3.519
H 4.968 -5.490 1.188
H 3.812 -6.511 0.268
H 4.159 -6.638 2.145
C 4.203 1.400 -2.389
C 4.964 2.238 -3.361
O 5.162 3.413 -3.066
O 5.580 1.702 -4.336
H 3.129 1.604 -2.451
H 4.337 1.719 -1.353
H 4.273 0.312 -2.382
B 0.457 0.521 -0.120
F 1.748 0.271 -0.657
F 0.317 -0.097 1.082
F 0.236 1.896 -0.054
F -0.498 0.010 -0.958
```

Kohn-Sham gap = 0.0530 Ha
HOMO energy = -7.4 eV
Molecular weight = 569.51 g/mol
Charge = +1
LUMO = -5.9812 eV

4.
Below is C23H55AsNO6P2S as an isolated structure at a distorted geometry, with properties calculated with the ωB97M-V functional and the def2-TZVPD basis.

```
89
Properties=species:S:1:pos:R:3
C -2.747 -4.651 2.287
C -2.195 -4.818 3.702
C -0.781 -4.264 3.843
C -0.658 -2.807 3.325
O 0.026 -2.828 2.116
As 0.639 -1.264 1.239
C 1.314 0.322 0.165
C 0.401 1.525 -0.199
C 0.989 2.857 0.337
C -0.068 3.991 0.437
C -0.123 4.655 1.817
C -1.441 5.338 2.156
C -2.686 4.470 2.006
O -3.453 4.911 0.889
C -4.042 3.842 0.181
C -0.819 -1.567 -0.137
C -0.452 -2.106 -1.518
C -0.275 -1.061 -2.626
C -1.532 -0.240 -2.892
C -1.469 0.668 -4.159
C -0.130 0.722 -4.877
C -0.139 1.830 -5.938
O 0.816 1.672 -6.964
C 2.131 1.479 -6.490
C 1.977 -2.588 0.484
C 3.121 -2.137 -0.404
C 4.321 -3.075 -0.200
O 2.817 -2.170 -1.816
P -0.776 0.158 2.582
S -2.702 0.141 2.154
P 2.328 -0.884 2.945
N 2.525 -2.068 3.958
O 3.802 -0.566 2.288
O 2.007 0.495 3.826
H -1.980 -4.802 1.535
H -3.069 -3.622 2.164
H -3.620 -5.266 2.103
H -2.234 -5.865 3.983
H -2.845 -4.265 4.377
H -0.135 -4.903 3.252
H -0.459 -4.339 4.877
H -0.153 -2.276 4.129
H -1.689 -2.456 3.259
H 2.166 0.739 0.702
H 1.732 0.005 -0.781
H 0.420 1.670 -1.276
H -0.656 1.436 0.043
H 1.698 3.204 -0.403
H 1.449 2.706 1.307
H 0.173 4.772 -0.280
H -1.045 3.636 0.142
H 0.660 5.410 1.883
H 0.108 3.893 2.558
H -1.393 5.589 3.216
H -1.571 6.286 1.645
H -2.353 3.450 1.845
H -3.283 4.483 2.916
H -3.302 3.120 -0.160
H -4.773 3.312 0.787
H -4.548 4.249 -0.690
H -1.531 -2.243 0.314
H -1.413 -0.681 -0.307
H 0.369 -2.806 -1.620
H -1.323 -2.669 -1.862
H -0.105 -1.660 -3.520
H 0.625 -0.470 -2.502
H -1.730 0.386 -2.031
H -2.339 -0.953 -3.018
H -2.225 0.315 -4.849
H -1.691 1.685 -3.849
H 0.671 0.949 -4.186
H 0.098 -0.239 -5.321
H -1.134 1.853 -6.364
H 0.041 2.771 -5.409
H 2.826 1.911 -7.204
H 2.306 1.963 -5.533
H 2.350 0.416 -6.422
H 2.445 -2.999 1.375
H 1.475 -3.458 0.082
H 3.512 -1.144 -0.230
H 5.089 -2.747 -0.894
H 4.729 -2.946 0.797
H 4.052 -4.105 -0.411
H 2.896 -3.094 -2.092
H -0.650 -0.075 3.965
H -0.336 1.503 2.518
H 2.352 -1.766 4.912
H 4.452 -1.112 2.766
H 2.165 1.261 3.248
```

Kohn-Sham gap = 0.2534 Ha
HOMO energy = -4.3 eV
Molecular weight = 610.63 g/mol
Charge = -1
Energy above the lowest of the compared OMol25 structures with the same formula, charge and spin = 0.0 kcal/mol
LUMO = 2.5560 eV

5.
Below is a 2-piece molecular cluster, C9H9N3O2 overall at a distorted geometry, with properties calculated with the ωB97M-V functional and the def2-TZVPD basis.

```
23
Properties=species:S:1:pos:R:3
O -1.571 -1.768 -1.813
C -1.662 -0.942 -0.910
C -2.099 -1.349 0.435
C -2.075 -0.358 1.385
N -1.860 0.902 1.060
C -1.573 1.453 -0.162
O -1.358 2.609 -0.425
N -1.539 0.472 -1.142
H -2.245 -2.424 0.556
H -2.367 -0.484 2.471
H -2.003 1.683 1.780
H -1.079 0.701 -2.062
C 2.962 0.113 0.326
C 2.296 -1.082 0.625
C 1.023 -1.226 0.027
N 0.582 -0.185 -0.692
C 1.154 0.832 -0.902
C 2.522 1.012 -0.610
H 4.017 0.365 0.690
H 2.700 -1.881 1.279
H 0.487 -2.109 -0.011
H 0.611 1.823 -1.122
H 3.078 1.843 -0.786
```

Kohn-Sham gap = 0.3277 Ha
HOMO energy = -8.4 eV
Molecular weight = 191.19 g/mol
Energy above the lowest of the compared OMol25 structures with the same formula, charge and spin = 81.9 kcal/mol
LUMO = 0.5252 eV

6.
Below is a 9-piece molecular cluster, C21H43N12O11 overall at a distorted geometry, with properties calculated with the ωB97M-V functional and the def2-TZVPD basis.

```
87
Properties=species:S:1:pos:R:3
C -1.283 0.239 2.926
C -0.964 -0.030 1.464
C 0.298 0.750 1.073
O -0.717 -1.360 1.107
H -0.998 1.238 3.273
H -0.868 -0.506 3.605
H -2.365 0.263 3.140
H -1.783 0.285 0.772
H 0.199 1.850 1.080
H 0.616 0.511 0.066
H 1.066 0.582 1.831
C 7.245 4.111 0.901
C 5.924 3.671 1.051
C 5.529 2.409 0.665
C 6.445 1.506 0.158
C 7.773 1.921 0.048
C 8.162 3.173 0.489
O 9.542 3.395 0.507
O 4.168 2.114 0.767
H 7.511 5.046 1.378
H 5.245 4.379 1.512
H 6.283 0.481 -0.150
H 8.521 1.207 -0.265
H 9.602 4.345 0.679
H 4.092 1.143 0.716
C -4.599 -3.068 -3.003
C -3.277 -2.611 -2.862
C -2.851 -2.002 -1.701
C -3.773 -1.792 -0.672
C -5.047 -2.333 -0.776
C -5.474 -2.964 -1.927
O -6.750 -3.442 -1.968
O -1.522 -1.835 -1.493
H -4.943 -3.421 -3.968
H -2.581 -2.953 -3.619
H -3.409 -1.511 0.312
H -5.634 -2.336 0.135
H -6.990 -3.923 -2.761
H -1.258 -1.633 -0.538
C 2.471 -1.892 -1.331
O 3.577 -2.285 -1.716
N 2.013 -1.870 -0.023
N 1.442 -1.604 -2.189
H 2.521 -2.345 0.699
H 1.010 -1.717 0.002
H 0.553 -1.409 -1.781
H 1.598 -1.589 -3.176
C 2.145 4.981 -1.482
O 2.088 6.029 -2.106
N 3.283 4.579 -0.828
N 1.080 4.104 -1.439
H 4.080 5.178 -0.906
H 3.317 3.782 -0.222
H 0.270 4.315 -1.972
H 1.205 3.165 -1.106
C -0.038 1.309 -3.364
O 0.563 0.450 -3.981
N -0.014 2.635 -3.772
N -0.506 1.109 -2.070
H -0.641 3.359 -3.482
H 0.387 2.714 -4.692
H -1.137 1.813 -1.723
H -0.577 0.158 -1.760
C -3.906 -4.113 2.605
O -4.491 -4.899 3.355
N -3.298 -2.953 3.047
N -3.740 -4.332 1.258
H -2.715 -2.357 2.480
H -3.293 -2.776 4.032
H -4.112 -5.121 0.769
H -3.254 -3.671 0.685
C -3.890 3.011 -0.175
O -4.589 3.938 -0.579
N -3.732 2.743 1.170
N -3.400 2.036 -1.037
H -3.245 1.953 1.549
H -3.933 3.552 1.732
H -2.964 1.233 -0.613
H -3.840 1.881 -1.925
C -0.239 -4.456 2.981
O -0.074 -5.572 3.477
N -0.385 -4.269 1.633
N -0.398 -3.324 3.752
H -0.639 -3.368 1.241
H -0.289 -5.085 1.063
H -0.712 -2.495 3.270
H -0.691 -3.422 4.703
```

Kohn-Sham gap = 0.3105 Ha
HOMO energy = -6.4 eV
Molecular weight = 639.65 g/mol
Charge = -1
LUMO = 2.0674 eV

7.
Below is a 2-piece molecular cluster, C25H44NO5 overall at a distorted geometry, with properties calculated with the ωB97M-V functional and the def2-TZVPD basis.

```
75
Properties=species:S:1:pos:R:3
C -1.720 -1.435 1.438
C -1.916 0.080 0.935
C -1.688 0.313 -0.637
C -2.580 -0.611 -1.603
C -1.894 -0.551 -3.090
C -1.339 -1.979 -3.587
C -0.284 -2.661 -2.607
C -0.829 -3.624 -1.502
N 0.031 -4.311 -0.550
C 1.467 -4.182 -0.577
C 2.136 -3.236 -1.640
C 1.281 -2.435 -2.670
C 1.843 -1.418 -3.761
C 3.244 -0.725 -3.389
C 3.363 -0.180 -1.881
C 4.831 -0.615 -1.304
C 5.802 0.697 -1.333
C 5.449 1.755 -0.173
C 5.633 3.233 -0.811
C 4.990 4.387 0.150
O 4.256 5.294 -0.755
C 3.073 5.740 -0.092
C 1.669 5.257 -0.704
O 3.080 6.499 0.910
H -2.522 -1.642 2.250
H -1.874 -2.235 0.635
H -0.689 -1.621 1.911
H -2.920 0.501 1.317
H -1.107 0.710 1.476
H -0.561 0.282 -0.906
H -2.010 1.408 -0.851
H -3.624 -0.118 -1.703
H -2.742 -1.680 -1.238
H -1.025 0.200 -3.050
H -2.684 -0.132 -3.822
H -2.262 -2.654 -3.777
H -0.883 -1.806 -4.636
H -1.958 -3.759 -1.439
H -0.383 -4.915 0.174
H 2.137 -4.719 0.178
H 3.276 -3.069 -1.686
H 1.055 -0.609 -3.959
H 2.017 -1.995 -4.752
H 4.108 -1.417 -3.713
H 3.337 0.205 -4.077
H 3.320 0.969 -1.801
H 2.585 -0.591 -1.152
H 5.355 -1.395 -1.961
H 4.765 -1.077 -0.249
H 5.705 1.192 -2.364
H 6.891 0.339 -1.213
H 6.207 1.666 0.677
H 4.389 1.641 0.241
H 5.207 3.299 -1.887
H 6.764 3.467 -0.916
H 4.283 3.885 0.899
H 5.814 4.992 0.681
H 1.031 6.131 -1.107
H 1.098 4.748 0.153
H 1.879 4.495 -1.546
C -7.741 -2.465 5.023
C -8.060 -1.019 4.691
O -7.122 -0.128 5.307
C -5.921 -0.049 4.714
O -5.576 -0.648 3.721
O -5.155 0.792 5.429
C -3.813 0.885 4.960
H -7.673 -2.605 6.104
H -8.509 -3.131 4.624
H -6.778 -2.764 4.603
H -9.044 -0.766 5.095
H -8.101 -0.850 3.612
H -3.779 1.133 3.896
H -3.287 -0.053 5.153
H -3.315 1.681 5.515
```

Kohn-Sham gap = 0.2713 Ha
HOMO energy = -11.9 eV
Molecular weight = 438.63 g/mol
Charge = +1
Energy above the lowest of the compared OMol25 structures with the same formula, charge and spin = 103.5 kcal/mol
LUMO = -4.5034 eV